39
Properties=species:S:1:pos:R:3:forces:R:3 method="wB97M-V/def2-TZVPD" e_homo_ev=-19.3 spin_multiplicity=1 lumo_ev=-11.934 homo_lumo_gap_ev=7.3 total_charge=+3
Mo -0.110 -0.976 -0.214 2.5 -2.4 0.0
O -0.773 1.315 -3.350 0.2 -0.7 0.5
C -0.814 0.875 -2.260 -1.3 2.3 -0.4
O -0.219 -0.289 -1.823 0.5 -0.2 -2.3
C -1.478 1.478 -1.033 0.0 0.1 -0.2
C -2.061 2.734 -0.886 0.1 -0.4 0.0
C -2.442 3.130 0.398 0.2 -0.2 0.0
C -2.176 2.308 1.497 0.1 -0.4 -0.1
C -1.597 1.066 1.254 0.0 0.0 0.2
N -1.318 0.669 0.014 -0.5 1.2 0.2
C -1.046 0.063 2.257 -1.2 1.9 1.0
O -1.109 0.112 3.433 0.2 -0.4 -0.6
O -0.393 -0.894 1.529 0.1 -0.9 2.1
H -2.184 3.390 -1.738 0.0 -0.1 -0.1
H -2.892 4.103 0.553 0.0 0.0 0.0
H -2.380 2.632 2.510 0.0 -0.1 0.0
N 3.308 1.618 0.756 0.0 0.3 0.0
C 2.660 0.500 0.545 0.4 -0.2 0.1
O 1.450 0.513 0.193 -0.7 -0.2 -0.2
C 3.444 -0.774 0.765 0.1 -0.3 0.0
I 2.350 -2.519 0.086 -0.2 0.7 0.0
H 2.845 2.513 0.631 0.0 -0.2 0.0
H 4.282 1.667 1.040 -0.2 -0.2 -0.1
H 3.671 -0.926 1.829 -0.2 0.0 -0.2
H 4.400 -0.766 0.225 -0.3 0.0 0.0
Cl -6.561 -1.861 0.172 0.3 0.1 0.0
C -4.903 -1.922 -0.027 0.4 -0.1 -0.1
C -4.064 -2.308 1.054 0.1 0.0 0.2
C -2.725 -2.473 0.861 -0.2 -0.1 0.1
C -2.106 -2.244 -0.427 0.2 0.2 0.0
C -0.870 -2.931 -0.734 -0.9 -0.9 -0.2
C -2.978 -1.803 -1.491 -0.2 0.0 0.0
C -4.320 -1.658 -1.295 0.1 0.1 -0.2
H -4.507 -2.530 2.015 0.0 0.0 0.0
H -2.112 -2.878 1.665 -0.1 0.1 0.0
H -0.739 -3.197 -1.790 0.4 0.4 0.2
H -0.652 -3.800 -0.105 0.3 0.5 0.1
H -2.566 -1.689 -2.491 -0.1 0.1 0.0
H -4.969 -1.392 -2.118 0.0 0.0 0.0